Entry from OMol25: a structure of composition C23H18BrN4O2Pd (wB97M-V/def2-TZVPD).

Geometry as XYZ:
```
49
Properties=species:S:1:pos:R:3:forces:R:3
Pd -0.02930 -0.12421 -0.26976 -0.3 0.2 -0.8
C 0.08186 -3.15139 1.36324 0.6 0.0 0.1
C -0.15727 -3.41875 -0.06756 -0.7 0.2 -1.8
C -0.33615 -4.72490 -0.54846 0.5 0.2 -0.1
C -0.41773 -4.91248 -1.95854 -0.2 -1.1 0.0
C -0.44521 -3.86607 -2.82775 0.3 2.7 2.4
C -0.44522 -2.51187 -2.26124 0.7 -1.8 1.5
N -0.27333 -2.33319 -0.88148 -0.8 -0.8 -1.1
C -0.51675 -1.31861 -3.03263 -0.5 -0.6 -0.2
C -0.99814 -1.31594 -4.34751 -1.5 -2.1 0.2
C -1.07555 -0.21370 -5.11418 1.0 1.8 1.0
C -0.58521 0.97520 -4.51243 -0.4 -1.8 0.5
C -0.14936 0.89883 -3.19761 0.5 2.3 -0.9
N -0.09732 -0.18023 -2.45384 1.1 -1.1 1.3
C 0.42083 2.10719 -2.56525 -0.6 0.3 1.1
C 1.10399 3.03404 -3.28940 0.1 1.8 -0.9
C 1.38086 4.27697 -2.75325 0.9 1.5 0.6
C 1.04430 4.55509 -1.43193 0.2 -0.2 0.4
C 0.46449 3.51301 -0.67186 1.0 -1.1 -1.0
C 0.21325 3.59843 0.80136 -0.7 2.6 -0.6
N 0.19819 2.30795 -1.25130 -0.5 0.8 0.4
H 0.62734 -2.21619 1.51129 0.4 -0.3 -0.1
H 0.57277 -4.04643 1.74406 0.2 0.3 0.5
H -0.82587 -2.96963 1.90075 -0.8 -0.2 0.3
H -0.28134 -5.55560 0.18284 -0.2 0.5 -0.8
H -0.43171 -5.90369 -2.46784 0.1 0.5 1.0
H -0.28500 -3.98981 -3.85130 -0.1 -0.3 -1.5
H -1.53896 -2.21810 -4.65529 0.5 0.1 -0.2
H -1.47131 -0.15340 -6.09363 -0.4 -0.3 -0.8
H -0.62183 1.84543 -5.09630 0.3 1.3 -0.3
H 1.28977 2.95482 -4.32895 0.3 -0.7 -0.8
H 1.93950 5.09208 -3.30831 -0.8 -1.3 0.4
H 1.33583 5.52661 -0.97653 -0.5 -0.8 -0.3
H -0.30795 4.59366 0.96219 0.0 -1.1 -0.1
H 1.10114 3.78951 1.39925 0.3 -0.9 0.0
H -0.42026 2.78027 1.07320 0.0 -0.5 0.7
Br -2.63995 -1.17771 6.54828 -0.7 -0.3 0.1
C -1.14344 -0.26163 5.94150 1.1 -0.1 -1.7
C -0.26424 0.26748 6.84279 -0.8 0.1 1.1
N 0.83828 0.85727 6.47332 1.6 0.5 -1.3
C 1.13480 0.89282 5.16824 1.3 0.6 -0.2
C 0.32866 0.39251 4.12638 1.7 0.7 1.2
C -0.80098 -0.21614 4.56037 -2.7 -1.2 0.9
C 0.71813 0.51079 2.65922 -0.7 0.1 -0.7
O 1.85075 0.86656 2.31761 -0.4 -0.2 0.5
O -0.29508 0.23997 1.92621 0.9 -0.1 -0.2
H -0.42030 0.27587 7.91769 -0.4 -0.3 -0.1
H 2.13816 1.33274 4.92022 -1.2 -0.4 0.1
H -1.50810 -0.70541 3.87411 0.5 0.4 0.1
```
Positions in Å, forces in eV/Å.

As for the highest occupied orbital energy (spin up / spin down): -2.036 / -2.032 eV. As for the HOMO-LUMO gap (spin up / spin down): 0.17048 / 0.17036 Ha. The charge is -1. For the energy relative to the best compared isomer or geometry (same formula, charge and spin), the calculation gives 60.0 kJ/mol.

natural (NBO) atomic charge list, values in e, 8 entries: Pd 0.442; C -0.655; C 0.244; C -0.322; C -0.184; C -0.277; C 0.162; N -0.478